Here is C33H27IrN5O7S as an isolated structure from the OMol25 dataset. Energies are from ωB97M-V/def2-TZVPD.

Output
**Max |F|**: 4.48 eV Å⁻¹
**Charge**: +1
**HOMO-LUMO gap**: 5.4 eV
**Spin multiplicity**: 1
**Electronic energy**: -70109.660 eV
**Energy relative to the best compared isomer or geometry (same formula, charge and spin)**: 3.999 eV
**HOMO**: -10.5207 eV

The geometry in XYZ format:
```
74
Properties=species:S:1:pos:R:3:lowdin_charge:R:1
Ir -1.01 -0.09 -0.55 1.5073
O 3.30 -3.61 -1.66 0.0652
C 3.89 -2.42 -1.52 -0.2633
C 5.28 -2.37 -1.61 -0.0027
C 5.96 -1.18 -1.48 -0.0606
C 5.26 0.00 -1.23 -0.0795
C 3.89 -0.03 -1.12 -0.0198
C 3.18 -1.22 -1.26 -0.0766
C 1.72 -1.21 -1.12 -0.4066
O 1.10 -0.25 -0.60 -0.1373
N 1.08 -2.32 -1.49 0.0161
N -0.22 -2.33 -1.36 -0.0561
C -0.90 -3.43 -1.25 -0.0594
C -2.33 -3.38 -1.19 -0.2660
C -3.10 -4.54 -1.10 0.0021
C -4.48 -4.44 -1.15 -0.0414
C -5.04 -3.18 -1.32 -0.0319
C -4.20 -2.08 -1.36 -0.1242
N -2.89 -2.17 -1.27 0.0799
H 2.33 -3.49 -1.68 0.0672
H 5.81 -3.30 -1.79 0.1210
H 7.04 -1.17 -1.56 0.1114
H 5.79 0.93 -1.14 0.1015
H 3.33 0.87 -0.91 0.1033
H -0.40 -4.39 -1.19 0.1432
H -2.63 -5.50 -1.00 0.1178
H -5.10 -5.31 -1.08 0.1171
H -6.11 -3.06 -1.40 0.1096
H -4.63 -1.09 -1.46 0.0898
O 3.37 -3.40 4.77 0.1430
C 2.15 -2.98 5.13 -0.4794
O 1.77 -3.09 6.26 0.1430
C 1.27 -2.40 4.07 -0.1021
C 1.37 -2.71 2.71 0.0134
C 0.46 -2.20 1.82 0.0127
C -0.56 -1.32 2.23 -0.2495
C -0.63 -0.99 3.60 0.0174
C 0.25 -1.54 4.49 0.0165
N -1.46 -0.86 1.31 -0.0152
C -2.68 -0.43 1.70 0.0042
C -3.46 0.27 0.79 -0.2324
C -4.77 0.77 1.04 0.0397
C -5.44 1.41 0.04 -0.0106
C -4.84 1.59 -1.21 0.0078
C -3.55 1.10 -1.40 -0.1352
N -2.90 0.45 -0.45 -0.1194
H 3.61 -3.20 3.86 0.1106
H 2.13 -3.38 2.34 0.1264
H 0.51 -2.49 0.79 0.0771
H -1.35 -0.26 3.94 0.1159
H 0.18 -1.31 5.54 0.1317
H -3.04 -0.69 2.68 0.1465
H -5.19 0.64 2.02 0.1294
H -6.44 1.80 0.21 0.1253
H -5.33 2.12 -2.00 0.1287
H -3.06 1.21 -2.36 0.1364
C 3.24 7.03 -1.13 -0.0383
C 2.23 5.93 -1.03 -0.2546
C 2.52 4.64 -1.47 -0.0147
C 1.56 3.64 -1.41 -0.0417
C 0.31 3.93 -0.89 -0.2711
C 0.01 5.20 -0.43 -0.0415
C 0.97 6.19 -0.49 -0.0172
S -0.93 2.66 -0.77 0.5478
O -2.22 3.28 -0.95 -0.2680
O -0.66 1.61 -1.82 -0.4250
O -0.76 2.00 0.54 -0.3089
H 4.11 6.71 -1.70 0.0804
H 3.56 7.35 -0.14 0.0913
H 2.79 7.89 -1.62 0.0887
H 3.50 4.41 -1.86 0.1176
H 1.76 2.64 -1.76 0.1064
H -0.98 5.39 -0.04 0.1176
H 0.75 7.18 -0.13 0.1228
```